1.
{
  "formula": "C32H23Cl5N2O5S2Sc",
  "method": "the ωB97M-V functional and the def2-TZVPD basis",
  "mol_weight_g_mol": 801.9,
  "de_lowest_kcal_mol": 13.7,
  "homo_energy_ev": -6.0,
  "energy_ha": -5577.116406,
  "lumo_ev": 2.0,
  "total_charge": -1,
  "largest_force_ev_per_a": 3.73,
  "homo_lumo_gap_ev": 7.924,
  "symbols": ["C", "C", "H", "C", "C", "C", "H", "H", "C", "H", "H", "C", "C", "Sc", "C", "C", "C", "O", "O", "C", "H", "H", "C", "C", "Cl", "S", "H", "H", "H", "C", "Cl", "H", "C", "C", "C", "C", "C", "C", "H", "C", "O", "N", "C", "C", "H", "C", "H", "Cl", "O", "C", "C", "C", "Cl", "C", "C", "H", "H", "N", "H", "C", "Cl", "S", "H", "C", "H", "O", "H", "H", "H", "H"],
  "xyz": [[0.2486, 3.6251, -0.2091], [0.8871, 4.0723, 4.4846], [2.2100, 2.8899, 5.5909], [1.2930, 5.3066, 5.2093], [-0.6183, 2.5935, -0.6117], [1.4933, 2.8589, 4.7858], [-3.3035, -4.2896, 0.1677], [2.2145, -4.6082, 0.7361], [1.1863, -4.5642, 2.6165], [-2.3295, -0.9267, -5.8228], [1.8795, -0.2995, -5.9639], [2.3548, -5.2770, 3.1858], [-0.9731, -3.4950, 2.4553], [-0.3536, 0.2993, -0.8870], [-1.3887, -0.9666, -6.3642], [-0.2131, 4.9260, 0.0412], [1.0303, 1.7008, 4.1783], [-0.4589, -0.6982, 3.5999], [3.1795, -1.5955, 0.0168], [0.0377, 1.7555, 3.2346], [3.2437, -4.5928, 3.1196], [2.1453, 5.1258, 5.9022], [-0.0029, -4.2026, 3.2027], [-1.5971, 5.2296, -0.0661], [0.9260, 6.2418, 0.4274], [-0.6355, 0.2539, 2.4842], [1.6544, 6.1484, 4.5602], [1.6948, -1.4398, 2.1216], [-2.2145, -4.0390, -1.1612], [-1.9409, 2.9137, -0.7168], [1.8584, 3.1211, 0.0581], [2.2225, -5.5490, 4.2287], [0.9331, -0.5413, -6.4244], [-0.5301, 2.9828, 2.8300], [-0.2460, -0.5138, -5.6891], [2.1910, -0.9220, 0.0635], [-0.1354, -1.9284, -9.6968], [-0.1684, -1.3736, -8.4350], [2.2086, 0.3193, 1.8257], [-0.0812, 4.1144, 3.4950], [-1.4880, -1.4513, -0.7816], [0.2371, -0.1297, 1.2174], [-2.9217, -3.5500, -0.5011], [-0.2781, -0.0743, -4.3576], [1.9161, -1.0126, -8.2480], [0.9828, -0.9764, -7.7510], [2.6312, -6.1928, 2.6110], [-2.1658, 6.7962, 0.2844], [-1.9617, 0.5841, 2.0287], [1.5981, -0.5362, 1.4780], [1.3291, -4.2180, 1.2289], [-0.7549, -3.2020, 1.1623], [-3.0002, 1.5342, -1.0844], [-2.4811, 4.2013, -0.4718], [-0.3579, 0.2890, -3.2005], [0.5732, -3.3578, -0.5652], [-1.3377, 2.9564, 2.0766], [-0.2408, -2.4259, -10.7404], [-3.7137, -3.0088, -1.0349], [0.4113, -3.5193, 0.4957], [-4.2286, 4.4189, -0.5187], [-2.0532, -2.2591, 0.3597], [0.4075, 5.6595, 5.7414], [-1.3775, -1.4063, -7.6517], [-1.9341, -3.1689, 2.8798], [1.5896, -0.3641, -0.9645], [-2.2066, -1.8410, -8.0994], [-0.1215, -4.2292, 4.2988], [1.4889, 0.7702, 4.3877], [-0.4438, 5.0583, 3.1470]]
}

***

2.
{
  "formula": "C4H5N3",
  "method": "the ωB97M-V functional and the def2-TZVPD basis",
  "mol_weight_g_mol": 95.1,
  "de_lowest_kcal_mol": 97.2,
  "homo_energy_ev": -9.1,
  "energy_ha": -319.557355,
  "lumo_ev": 0.0,
  "largest_force_ev_per_a": 7.77,
  "homo_lumo_gap_ev": 9.146,
  "symbols": ["N", "C", "C", "H", "C", "H", "H", "N", "N", "C", "H", "H"],
  "xyz": [[-0.3419, -1.5672, -0.9900], [0.1754, 0.1961, 0.2434], [0.5195, -0.9704, -0.2010], [0.7248, 2.1744, 1.1026], [-1.4785, -1.0127, -1.2859], [2.1256, 0.9276, 0.9515], [-2.4332, -1.3156, -1.9861], [-0.8171, 0.8361, -0.1539], [-1.7880, 0.2776, -0.8451], [0.9557, 1.1452, 1.0294], [1.6318, -1.2590, 0.0543], [0.7258, 0.5680, 2.0808]]
}

***

3.
{
  "formula": "C5H12",
  "method": "the ωB97M-V functional and the def2-TZVPD basis",
  "mol_weight_g_mol": 72.2,
  "de_lowest_kcal_mol": 91.3,
  "homo_energy_ev": [-1.7, -1.3],
  "energy_ha": -197.484389,
  "lumo_ev": [4.3, 4.0],
  "total_charge": -1,
  "largest_force_ev_per_a": 1.88,
  "homo_lumo_gap_ev": [5.939, 5.336],
  "spin_multiplicity": 2,
  "symbols": ["H", "C", "H", "C", "H", "C", "H", "H", "H", "H", "C", "H", "H", "H", "H", "H", "C"],
  "xyz": [[-1.2791, -1.1216, -0.1444], [2.3482, -0.5621, 0.4345], [-3.5099, -1.1239, 0.4489], [-0.8182, 0.9749, 0.3263], [2.7305, -0.4865, -1.7109], [-1.5950, -0.1133, -0.3597], [2.0384, 1.0121, -0.9866], [-0.7994, 1.8880, -0.3011], [3.3087, -0.2088, 0.8208], [-3.0608, 1.2457, 0.7005], [-2.2488, 0.5554, 0.8616], [2.3775, -1.6502, 0.4947], [1.0116, -0.3880, -1.1704], [-1.9873, 0.1619, -1.3288], [-2.0974, 0.0981, 1.8216], [1.5419, -0.2086, 1.0738], [2.0393, -0.0731, -0.9810]]
}

***

4.
{
  "formula": "C32H37BF6N10O4S3Sn",
  "method": "the ωB97M-V functional and the def2-TZVPD basis",
  "mol_weight_g_mol": 965.4,
  "de_lowest_kcal_mol": 108.0,
  "homo_energy_ev": -13.1,
  "energy_ha": -4122.417744,
  "lumo_ev": -10.3,
  "total_charge": 2,
  "largest_force_ev_per_a": 4.40,
  "homo_lumo_gap_ev": 2.841,
  "symbols": ["H", "F", "C", "C", "F", "C", "H", "H", "C", "N", "C", "H", "N", "C", "H", "B", "O", "F", "H", "C", "H", "H", "O", "N", "C", "C", "H", "H", "C", "H", "N", "H", "H", "C", "C", "C", "O", "N", "C", "N", "C", "C", "H", "H", "H", "Sn", "H", "S", "C", "H", "C", "C", "C", "H", "S", "C", "H", "H", "H", "N", "H", "H", "O", "C", "H", "C", "F", "N", "C", "H", "F", "H", "C", "H", "C", "H", "H", "N", "H", "C", "H", "C", "S", "C", "N", "C", "H", "H", "F", "C", "H", "C", "H", "H"],
  "xyz": [[-4.7134, -3.1869, -2.6398], [2.5884, -1.5462, -4.8513], [5.4314, -0.7727, 4.3023], [5.4482, -1.7410, 3.3053], [2.3119, 0.6009, -4.8327], [1.0374, 3.6974, 3.0951], [-1.9728, 5.0207, 2.3467], [-1.6343, -2.7286, 3.3558], [-4.6217, -1.3234, -1.4831], [-3.1901, 1.8228, -1.0155], [-0.3207, -1.0375, 3.0155], [1.8695, 3.8350, 3.7676], [-2.9160, 0.5297, 1.1297], [3.9716, 0.5952, 2.9720], [0.5349, -0.8223, 2.3540], [-3.6964, 0.6518, -0.1763], [0.9644, -2.2086, -1.6161], [2.0309, -5.2308, -1.5896], [0.9172, -1.3820, 4.7510], [-3.1376, 3.7387, -2.1045], [-2.1492, -4.6129, -0.7149], [4.7813, -2.2451, 1.3217], [2.0838, 0.2799, -1.6727], [3.1392, 1.7065, 2.8432], [-2.7423, -2.3304, -2.0312], [-0.7255, -2.5040, 2.8008], [-1.3785, -4.9413, -3.7975], [-4.9628, 2.9666, -1.1073], [-1.7265, -3.3385, -2.4132], [-0.8364, -2.7794, -2.7489], [0.0077, 2.5478, 1.2662], [0.0579, -3.1749, 3.1426], [0.7350, 2.7448, -1.4619], [-0.0514, 4.5510, 3.1928], [0.5515, 2.7790, -2.5456], [-0.6772, 3.6137, -2.8575], [4.2691, 0.4155, -2.6950], [-1.9405, 1.9392, -1.4857], [0.0546, -0.7820, 4.4708], [3.3921, -1.8032, -1.9852], [-3.9315, 2.8840, -1.3802], [1.0268, 2.7036, 2.1173], [-0.8523, -3.4279, -0.4332], [-0.5178, 4.6502, -2.5312], [-0.5484, -4.8624, -1.4286], [-0.2751, 0.0224, -0.7178], [-0.0660, 4.0523, -4.8814], [2.2837, -2.4939, -1.0955], [-1.2898, -4.1156, -1.1596], [-1.8232, 3.2035, 0.6613], [-1.1071, 4.3798, 2.3141], [4.6999, 0.3892, 4.1436], [-3.3809, 0.8660, 2.3419], [0.2906, 0.2667, 4.6369], [3.2110, -0.0460, 0.3853], [-4.1460, -2.4184, -2.1581], [-2.5446, -3.7383, -4.3786], [-0.9110, -2.6768, 1.7387], [-1.7854, 4.2934, -4.6073], [-1.7453, -0.1029, 1.2546], [3.1785, 2.3859, 3.5918], [-1.1436, 2.6525, -4.7443], [2.3318, -1.3508, 0.3357], [2.1429, 1.7549, 1.9384], [-4.8299, 0.8496, 0.0843], [4.0245, -0.3617, 1.9613], [0.8769, -0.6791, -3.8795], [-2.4297, -1.2216, -1.3389], [2.1785, -0.5157, -4.1390], [0.3769, 1.7564, -2.9011], [2.4437, -4.1088, -3.3951], [-3.0066, -4.9172, -3.1487], [-0.9395, 3.6545, -4.3727], [1.4290, 3.1835, -3.0453], [-1.0239, 3.3628, 1.3686], [4.6860, 1.1278, 4.9293], [-0.7673, -1.0574, 5.1267], [-3.5735, -0.6298, -0.9978], [-5.6279, -0.9983, -1.3146], [4.7581, -1.5251, 2.1258], [6.0102, -2.6493, 3.4420], [-2.4892, 0.4227, 3.2937], [3.1002, -0.3503, -2.5045], [2.7494, -4.2620, -2.1317], [2.0734, 0.9957, 0.8950], [-1.8783, 3.0963, -2.1537], [-0.0696, 5.3324, 3.9381], [-2.5784, 0.5167, 4.3550], [4.0269, -4.4771, -1.9403], [-1.4704, -0.2002, 2.5602], [-4.3144, 1.3789, 2.4586], [-2.1952, -4.2847, -3.5061], [5.9899, -0.9321, 5.2106], [-3.4115, 4.6795, -2.5346]]
}